Record 1
C11H9AuN5O2S4SbSe | ωB97M-V/def2-TZVPD

The geometry in ORCA input format:
```
! wB97M-V def2-TZVPD RIJCOSX def2/J DEFGRID3
* xyz -1 2
Au 0.71963 2.64743 -1.96216
N -2.16804 -1.93524 4.90078
C -1.39082 -1.43316 3.86448
C -1.17928 -0.05865 3.73727
C -0.33462 0.42727 2.75492
C 0.30065 -0.45070 1.89534
C 0.09017 -1.81396 1.99886
C -0.75130 -2.30477 2.97823
S 1.40354 0.19949 0.65826
O 2.29329 1.11713 1.30736
O 1.99869 -0.90914 -0.04996
N 0.46302 1.08368 -0.36182
C -0.45924 0.41854 -1.08319
N -0.87138 1.09599 -2.18945
C -1.68624 0.49129 -3.03692
C -2.14278 -0.79402 -2.80783
C -1.74992 -1.37422 -1.60888
N -0.94089 -0.79051 -0.74493
H -2.80793 -1.29112 5.33171
H -2.52099 -2.86925 4.78832
H -1.68076 0.61965 4.41779
H -0.15780 1.48934 2.64494
H 0.58654 -2.47102 1.29897
H -0.92158 -3.37131 3.06992
H -1.97024 1.05707 -3.91661
H -2.77387 -1.30922 -3.51472
H -2.10283 -2.36120 -1.32351
S 3.97210 2.58346 -3.79373
Sb 2.80994 4.68152 -3.46984
S 0.63284 3.82512 -4.05419
S 2.30148 4.23855 -1.15499
Se 3.30005 0.94135 -2.42791
C 3.74512 -0.27863 -3.68671
N 3.99345 -1.10077 -4.45981
*
```

Energy = -5219.09756 Eh
HOMO-LUMO gap (alpha / beta) = 6.41 / 7.11 eV
ΔE to the lowest compared entry with this formula, charge and spin = 17.03 kcal/mol
Highest occupied orbital energy (alpha / beta) = -3.93 / -5.03 eV

Charges in e, computed with natural (NBO), in the same order as the atoms: number 1, Au, carries 0.8891; number 2, N, carries -0.8048; number 3, C, carries 0.1724; number 4, C, carries -0.2736; number 5, C, carries -0.1817; number 6, C, carries -0.2791; number 7, C, carries -0.1650; number 8, C, carries -0.2755; number 9, S, carries 2.3148; number 10, O, carries -0.9452; number 11, O, carries -0.9669; number 12, N, carries -0.9624; number 13, C, carries 0.5641; number 14, N, carries -0.5641; number 15, C, carries 0.1154; number 16, C, carries -0.3785; number 17, C, carries 0.1139; number 18, N, carries -0.5095; number 19, H, carries 0.3764; number 20, H, carries 0.3765; number 21, H, carries 0.2013; number 22, H, carries 0.2372; number 23, H, carries 0.2448; number 24, H, carries 0.1994; number 25, H, carries 0.2070; number 26, H, carries 0.2196; number 27, H, carries 0.1859; number 28, S, carries -0.4795; number 29, Sb, carries 0.8925; number 30, S, carries -0.7888; number 31, S, carries -0.7467; number 32, Se, carries 0.3825; number 33, C, carries -0.0071; number 34, N, carries -0.3642

---

Record 2
C11H9Br6N2O4PbS4Sb | ωB97M-V/def2-TZVPD

The geometry in ORCA input format:
```
! wB97M-V def2-TZVPD RIJCOSX def2/J DEFGRID3
* xyz -2 1
Pb -0.83926 -0.37253 0.13675
Br 3.38183 -0.06686 0.44136
C 2.65687 -0.09466 2.22576
Br 2.45646 -1.86604 2.95268
H 1.67852 0.37248 2.18651
H 3.33590 0.45132 2.86601
S -2.72790 4.98550 1.51464
Sb -2.16592 2.91109 0.91469
S -3.57596 1.23134 0.00119
S -0.69559 1.76742 2.26201
S -3.98242 1.74687 -1.92197
Br -1.49651 -7.72853 0.61820
C -0.76124 -5.99516 0.38332
C 0.58747 -5.83560 0.13978
Br 1.74952 -7.33086 0.03515
C 1.10119 -4.53889 -0.02493
Br 2.93346 -4.23005 -0.41076
C 0.30257 -3.40499 0.05416
O 0.76026 -2.19096 -0.10236
C -1.11282 -3.56622 0.31284
O -1.85414 -2.51274 0.38000
C -1.59434 -4.86997 0.46065
Br -3.45717 -5.02516 0.77125
C 0.74416 0.67947 -4.39565
C 0.45326 0.82113 -2.93490
N 0.67669 -0.09187 -2.07238
O 1.24166 -1.25245 -2.52648
C -0.16232 2.09106 -2.43431
C -0.25503 3.26657 -3.35491
N -0.58953 2.07926 -1.23565
O -1.13141 3.24740 -0.78470
H 1.19992 -0.28496 -4.59696
H 1.41063 1.47259 -4.73870
H -0.18262 0.76301 -4.96676
H 1.25964 -1.78624 -1.68410
H -0.86440 3.01632 -4.22506
H 0.73542 3.56013 -3.71119
H -0.71656 4.10067 -2.83599
*
```

Energy = -18305.08387 Eh
HOMO-LUMO gap = 5.78 eV
ΔE to the lowest compared entry with this formula, charge and spin = 0.74 kcal/mol
Highest occupied orbital energy = -1.92 eV

Charges in e, computed with natural (NBO), in the same order as the atoms: number 1, Pb, carries 1.4479; number 2, Br, carries 0.0452; number 3, C, carries -0.5291; number 4, Br, carries 0.0403; number 5, H, carries 0.2452; number 6, H, carries 0.2172; number 7, S, carries -0.8205; number 8, Sb, carries 1.6382; number 9, S, carries -0.3284; number 10, S, carries -0.9182; number 11, S, carries -0.6408; number 12, Br, carries 0.0327; number 13, C, carries -0.1603; number 14, C, carries -0.2172; number 15, Br, carries 0.0308; number 16, C, carries -0.1023; number 17, Br, carries 0.0224; number 18, C, carries 0.2284; number 19, O, carries -0.8952; number 20, C, carries 0.2929; number 21, O, carries -0.8373; number 22, C, carries -0.2007; number 23, Br, carries 0.0365; number 24, C, carries -0.6817; number 25, C, carries 0.1988; number 26, N, carries -0.1583; number 27, O, carries -0.5823; number 28, C, carries 0.1797; number 29, C, carries -0.6771; number 30, N, carries -0.1330; number 31, O, carries -0.6798; number 32, H, carries 0.2467; number 33, H, carries 0.2153; number 34, H, carries 0.2282; number 35, H, carries 0.5245; number 36, H, carries 0.2243; number 37, H, carries 0.2052; number 38, H, carries 0.2617

---

Record 3
C11H9BrN2OS | ωB97M-V/def2-TZVPD

The geometry in ORCA input format:
```
! wB97M-V def2-TZVPD RIJCOSX def2/J DEFGRID3
* xyz 0 1
C -4.03607 -1.74627 0.09269
C -2.48968 -1.37162 -0.00051
C -2.08565 0.05165 -0.02544
C -0.81993 0.22930 -0.02858
N 0.07054 -0.86265 -0.15749
C -0.38330 -2.04276 0.04737
C -1.73779 -2.47379 0.16664
H -1.93485 -3.37071 -0.12141
H 0.43069 -2.64354 -0.10188
N -0.43612 1.52887 -0.01142
C 0.69411 2.41090 0.01674
O 0.62358 3.52714 -0.10510
C 2.05179 1.32555 -0.11193
C 3.21806 2.32978 0.04386
C 4.35548 1.45705 -0.12000
C 3.99226 0.11217 0.12779
S 2.40027 -0.35836 0.04884
Br 5.25655 -1.32461 0.08160
H 5.46744 1.98153 -0.05170
H 3.15269 3.36413 0.12780
H -1.27317 2.25227 -0.09348
H -3.09059 0.85410 0.15919
H -4.31807 -2.22622 0.94863
H -4.37788 -2.30534 -0.69186
H -4.73037 -0.69859 -0.24034
*
```

Energy = -3581.27272 Eh
HOMO-LUMO gap = 8.45 eV
Highest occupied orbital energy = -8.10 eV

Charges in e, computed with natural (NBO), in the same order as the atoms: number 1, C, carries -0.6022; number 2, C, carries 0.1053; number 3, C, carries -0.2864; number 4, C, carries 0.3378; number 5, N, carries -0.4798; number 6, C, carries 0.1322; number 7, C, carries -0.3299; number 8, H, carries 0.2171; number 9, H, carries 0.1885; number 10, N, carries -0.6475; number 11, C, carries 0.7811; number 12, O, carries -0.5408; number 13, C, carries -0.4297; number 14, C, carries -0.2002; number 15, C, carries -0.2766; number 16, C, carries -0.3803; number 17, S, carries 0.6357; number 18, Br, carries 0.0553; number 19, H, carries 0.2360; number 20, H, carries 0.2379; number 21, H, carries 0.3943; number 22, H, carries 0.2367; number 23, H, carries 0.2180; number 24, H, carries 0.2162; number 25, H, carries 0.1814

---

Record 4
C11H9GaNO4S | ωB97M-V/def2-TZVPD

The geometry in ORCA input format:
```
! wB97M-V def2-TZVPD RIJCOSX def2/J DEFGRID3
* xyz 3 1
Ga 0.00038 0.70124 0.09303
C -0.09541 2.54197 1.07540
O -0.19994 3.66502 1.30327
C -0.03810 2.55187 -2.43297
O -0.03580 3.68180 -2.24825
C -2.10636 0.93987 -0.84686
O -3.16876 0.89217 -1.29887
C 2.06991 0.91861 -0.82217
O 3.08412 0.90061 -1.38876
C -0.04963 -1.67439 -4.30827
H 0.88174 -2.26725 -4.16826
H -0.97608 -2.28262 -4.19390
C -0.05038 -0.34093 -4.53953
H -0.97394 0.26020 -4.53670
H 0.87254 0.26176 -4.51582
S -0.11143 -1.52867 -0.25254
C 0.06006 -1.26502 1.47264
N -1.12117 -1.23151 2.22402
C -1.12816 -0.72548 3.49180
C 0.08519 -0.41611 4.07803
C 1.30465 -0.63373 3.42464
C 1.30120 -1.11081 2.12166
H -2.00869 -1.45732 1.76278
H -2.11104 -0.57235 3.94737
H 0.07664 0.05097 5.05313
H 2.24802 -0.44595 3.93650
H 2.19045 -1.41394 1.56863
*
```

Energy = -3101.95956 Eh
HOMO-LUMO gap = 3.95 eV
ΔE to the lowest compared entry with this formula, charge and spin = 38.57 kcal/mol
Highest occupied orbital energy = -17.81 eV

Charges in e, computed with natural (NBO), in the same order as the atoms: number 1, Ga, carries 1.0127; number 2, C, carries 0.5398; number 3, O, carries -0.1472; number 4, C, carries 0.5263; number 5, O, carries -0.3910; number 6, C, carries 0.5358; number 7, O, carries -0.2446; number 8, C, carries 0.5481; number 9, O, carries -0.2270; number 10, C, carries -0.3814; number 11, H, carries 0.2148; number 12, H, carries 0.2163; number 13, C, carries -0.4135; number 14, H, carries 0.1957; number 15, H, carries 0.1940; number 16, S, carries 0.1016; number 17, C, carries -0.0798; number 18, N, carries -0.4670; number 19, C, carries 0.1200; number 20, C, carries -0.2172; number 21, C, carries -0.0522; number 22, C, carries -0.2522; number 23, H, carries 0.4746; number 24, H, carries 0.2934; number 25, H, carries 0.2998; number 26, H, carries 0.2988; number 27, H, carries 0.3016

---

Record 5
C11H9N3O | ωB97M-V/def2-TZVPD

The geometry in ORCA input format:
```
! wB97M-V def2-TZVPD RIJCOSX def2/J DEFGRID3
* xyz 0 1
C -4.29643 -0.74849 -0.00003
C -2.87466 -0.29410 0.00000
C -2.49535 1.00516 0.00001
C -1.10894 1.42671 0.00000
O -0.71347 2.57094 0.00000
N -0.22313 0.34273 0.00000
C -0.60799 -0.98726 0.00001
N 0.37012 -1.83791 0.00002
C 1.51075 -1.05974 0.00001
C 2.84566 -1.43867 -0.00001
C 3.79480 -0.43541 -0.00002
C 3.43953 0.91293 -0.00001
C 2.11609 1.31262 0.00001
C 1.16393 0.31064 0.00002
H 1.82647 2.35067 0.00001
H 4.21680 1.66217 -0.00003
H 4.84217 -0.69956 -0.00005
H 3.11836 -2.48146 -0.00002
N -1.93501 -1.28394 0.00000
H -2.19441 -2.25866 0.00001
H -3.22901 1.79291 0.00005
H -4.96870 0.10320 -0.00004
H -4.49832 -1.35574 -0.88181
H -4.49836 -1.35575 0.88173
*
```

Structure (SMILES) = Cc1cc(=O)n2c(nc3ccccc32)[nH]1
Energy = -664.13963 Eh
HOMO-LUMO gap = 8.72 eV
ΔE to the lowest compared entry with this formula, charge and spin = 0.00 kcal/mol
Highest occupied orbital energy = -8.18 eV

Charges in e, computed with natural (NBO), in the same order as the atoms: number 1, C, carries -0.6482; number 2, C, carries 0.2695; number 3, C, carries -0.4046; number 4, C, carries 0.6547; number 5, O, carries -0.5776; number 6, N, carries -0.4219; number 7, C, carries 0.5500; number 8, N, carries -0.4889; number 9, C, carries 0.0939; number 10, C, carries -0.2198; number 11, C, carries -0.2092; number 12, C, carries -0.2298; number 13, C, carries -0.2237; number 14, C, carries 0.1546; number 15, H, carries 0.2429; number 16, H, carries 0.2141; number 17, H, carries 0.2123; number 18, H, carries 0.2230; number 19, N, carries -0.5568; number 20, H, carries 0.4283; number 21, H, carries 0.2377; number 22, H, carries 0.2387; number 23, H, carries 0.2304; number 24, H, carries 0.2304

---

Record 6
C12H10AsF6O3PPtS2Se2 | ωB97M-V/def2-TZVPD

The geometry in ORCA input format:
```
! wB97M-V def2-TZVPD RIJCOSX def2/J DEFGRID3
* xyz 1 2
Pt -0.72802 1.95433 2.16879
Se -1.71644 0.00298 1.08274
P 0.12461 -0.40740 0.02356
Se 1.15324 1.44997 0.80190
C 1.02799 -1.83055 0.57697
C 0.67130 -3.05810 0.01052
C 1.32150 -4.20662 0.42351
C 2.32682 -4.13327 1.37891
C 2.68290 -2.91455 1.93934
C 2.03035 -1.75965 1.54196
C 0.07000 -0.32290 -1.73428
C -1.12970 -0.01944 -2.38480
C -1.15559 0.00912 -3.76866
C 0.00559 -0.23309 -4.48668
C 1.20566 -0.52027 -3.83950
C 1.24467 -0.57274 -2.46299
H -0.10169 -3.12025 -0.74604
H 1.05012 -5.16095 -0.00542
H 2.83629 -5.03473 1.69062
H 3.46109 -2.86326 2.68749
H 2.29828 -0.81964 2.01277
H -2.01900 0.21275 -1.81557
H -2.07829 0.23720 -4.28196
H -0.01870 -0.19291 -5.56734
H 2.10092 -0.70849 -4.41396
H 2.17248 -0.81835 -1.95927
O -2.43181 1.01574 3.90364
S -1.22540 1.40271 4.62560
O -1.06810 1.12589 5.99739
O -0.03373 0.90543 3.71829
S -0.93894 3.34980 3.93042
F -1.16094 2.46820 -0.83459
As -1.93184 3.91841 -0.23018
F -0.51542 3.91187 0.94144
F -1.03763 4.85076 -1.34099
F -2.56127 5.30555 0.53500
F -3.28211 3.64337 -1.22162
F -2.64918 2.93311 1.10300
*
```

Energy = -9583.62970 Eh
HOMO-LUMO gap (alpha / beta) = 6.29 / 5.19 eV
Highest occupied orbital energy (alpha / beta) = -13.18 / -13.21 eV

Charges in e, computed with natural (NBO), in the same order as the atoms: number 1, Pt, carries 0.9816; number 2, Se, carries 0.0613; number 3, P, carries 1.0436; number 4, Se, carries 0.4931; number 5, C, carries -0.3970; number 6, C, carries -0.1934; number 7, C, carries -0.1872; number 8, C, carries -0.1414; number 9, C, carries -0.1901; number 10, C, carries -0.1929; number 11, C, carries -0.4217; number 12, C, carries -0.1552; number 13, C, carries -0.1991; number 14, C, carries -0.1252; number 15, C, carries -0.1889; number 16, C, carries -0.1943; number 17, H, carries 0.2343; number 18, H, carries 0.2425; number 19, H, carries 0.2411; number 20, H, carries 0.2429; number 21, H, carries 0.2194; number 22, H, carries 0.2481; number 23, H, carries 0.2460; number 24, H, carries 0.2404; number 25, H, carries 0.2409; number 26, H, carries 0.2304; number 27, O, carries -0.9222; number 28, S, carries 2.1542; number 29, O, carries -0.8244; number 30, O, carries -0.8183; number 31, S, carries -0.1362; number 32, F, carries -0.6497; number 33, As, carries 2.8404; number 34, F, carries -0.6457; number 35, F, carries -0.5850; number 36, F, carries -0.5786; number 37, F, carries -0.5825; number 38, F, carries -0.6313

---

What is the energy in the fourth record? -3101.95956 Eh

---

Among the records above, which one has the highest energy? C11H9N3O

---

Number 3 is which compound? C11H9BrN2OS